{"formula": "C25H42NO15", "method": "the ωB97M-V functional and the def2-TZVPD basis", "symbols": ["C", "C", "C", "C", "C", "N", "H", "H", "H", "H", "H", "H", "H", "H", "H", "H", "H", "H", "C", "C", "C", "O", "C", "O", "O", "H", "H", "H", "H", "H", "H", "C", "C", "C", "O", "C", "O", "O", "H", "H", "H", "H", "H", "H", "C", "C", "C", "O", "C", "O", "O", "H", "H", "H", "H", "H", "H", "C", "C", "C", "O", "C", "O", "O", "H", "H", "H", "H", "H", "H", "C", "C", "C", "O", "C", "O", "O", "H", "H", "H", "H", "H", "H"], "coordinates": [[-0.055, 8.121, 4.189], [0.060, 6.788, 3.458], [1.321, 6.005, 3.864], [1.919, 5.272, 2.677], [2.501, 6.233, 1.557], [2.535, 7.636, 1.868], [-1.030, 8.555, 3.952], [0.706, 8.819, 3.850], [0.026, 7.946, 5.263], [0.045, 6.922, 2.381], [-0.823, 6.191, 3.728], [0.973, 5.224, 4.563], [2.032, 6.612, 4.421], [2.692, 4.565, 2.978], [1.112, 4.685, 2.223], [3.517, 5.847, 1.322], [1.891, 6.091, 0.651], [3.236, 7.786, 2.598], [-0.958, 1.443, -0.141], [0.337, 2.203, -0.294], [1.378, 1.510, -1.142], [2.601, 2.033, -0.593], [2.355, 2.350, 0.707], [3.183, 2.623, 1.511], [1.020, 2.311, 0.961], [-1.628, 1.966, 0.541], [-1.455, 1.330, -1.106], [-0.775, 0.453, 0.284], [0.139, 3.216, -0.656], [1.299, 1.748, -2.199], [1.379, 0.436, -1.013], [0.295, 2.166, 7.436], [-0.699, 2.806, 6.500], [-1.977, 3.265, 7.157], [-2.918, 3.176, 6.081], [-2.472, 2.209, 5.236], [-3.115, 1.736, 4.354], [-1.202, 1.852, 5.546], [1.156, 1.796, 6.880], [0.640, 2.884, 8.180], [-0.151, 1.310, 7.947], [-0.226, 3.620, 5.943], [-1.920, 4.282, 7.538], [-2.306, 2.596, 7.958], [-2.331, -4.406, -1.724], [-2.170, -2.907, -1.696], [-2.697, -2.171, -2.903], [-1.842, -1.012, -2.939], [-0.667, -1.366, -2.377], [0.336, -0.721, -2.427], [-0.772, -2.557, -1.744], [-1.849, -4.847, -0.851], [-3.381, -4.698, -1.729], [-1.843, -4.821, -2.603], [-2.590, -2.495, -0.774], [-3.740, -1.880, -2.805], [-2.565, -2.721, -3.833], [3.755, -2.970, -1.872], [3.297, -4.249, -2.528], [2.167, -4.078, -3.514], [1.518, -5.360, -3.447], [1.750, -5.864, -2.208], [1.186, -6.810, -1.756], [2.698, -5.144, -1.569], [4.518, -3.177, -1.122], [4.169, -2.284, -2.611], [2.926, -2.479, -1.361], [4.145, -4.768, -2.983], [2.507, -3.871, -4.526], [1.452, -3.311, -3.209], [-2.121, -8.067, -6.813], [-1.743, -6.661, -6.420], [-1.591, -6.443, -4.937], [-1.890, -5.050, -4.801], [-2.733, -4.724, -5.818], [-3.338, -3.702, -5.891], [-2.793, -5.725, -6.731], [-2.284, -8.132, -7.889], [-1.334, -8.768, -6.536], [-3.051, -8.367, -6.328], [-0.847, -6.345, -6.961], [-0.584, -6.645, -4.577], [-2.306, -7.018, -4.344]], "charge": -1, "e_lumo_ev": 1.45, "spin_multiplicity": 1, "homo_lumo_gap_ev": 2.3, "max_force_ha_per_bohr": 0.01941}